*1*
The following is a quantum chemistry calculation of a cluster of 11 separate species, C4H29NO13 in total, from OMol25.

Computed properties:
M = 299.27 g mol⁻¹
SMILES = N[C@H](CCO)C(=O)O.O.O.O.O.O.O.O.O.O.O
HOMO-LUMO gap = 8.9720 eV
LUMO energy = -0.01 eV

Geometry (Å):
N 2.7010 1.2975 -1.7319
C 2.1964 -0.2613 -1.8466
C 3.0380 -1.0989 -0.9176
C 2.3730 -2.1870 -0.2450
O 1.3571 -1.7406 0.7651
C 2.2237 -0.4954 -3.3777
O 2.8229 -1.3541 -4.0011
O 1.2373 0.4073 -3.9184
H 2.6196 1.7129 -0.8714
H 2.1765 1.7525 -2.4260
H 1.1942 -0.3371 -1.5452
H 3.9646 -1.3862 -1.1854
H 3.2412 -0.4216 -0.0034
H 3.1476 -2.5691 0.4994
H 1.6546 -2.5464 -0.9139
H 1.6665 -1.1641 1.6060
H 1.1886 0.3446 -4.9845
O -3.2650 2.5256 1.4979
H -4.2398 2.5721 1.7147
H -2.9874 3.4423 1.5229
O -0.4907 -0.3095 -0.5272
H 0.1307 -0.6529 0.0286
H -1.3688 -0.8044 -0.2047
O 2.4471 1.3590 2.4369
H 3.2463 1.8763 2.4424
H 1.7205 1.9200 2.1918
O -3.4891 -3.0731 -0.0153
H -3.3217 -3.7683 0.6645
H -3.4559 -2.1956 0.4126
O -2.9784 -0.2069 0.8494
H -3.1845 0.6565 0.9761
H -2.3530 -0.2875 1.7648
O 1.2515 2.3596 0.4230
H 0.5531 2.2441 -0.2245
H 1.4270 3.3026 0.5574
O -1.5713 -2.0752 -3.3002
H -1.6565 -1.1271 -3.1187
H -2.2387 -2.5911 -2.8237
O -1.8216 -2.1429 2.9606
H -2.1286 -3.0779 2.8552
H -1.0124 -1.9652 2.3596
O -1.1072 3.7394 -0.3072
H -1.0612 4.6019 -0.6949
H -0.5782 3.1012 -0.8281
O -1.5441 0.2831 3.4370
H -2.0794 0.9270 3.9519
H -1.6454 -0.5862 4.0948

Atom charges from the natural (NBO) analysis, given in e for atoms 1 to 2: atom 1 (N): -0.852, atom 2 (C): -0.164


*2*
The following is a quantum chemistry calculation of a cluster of 12 separate species, C4H29NO13 in total, from OMol25.

Computed properties:
M = 299.27 g mol⁻¹
SMILES = C[C@@H](C=O)NC=O.O.O.O.O.O.O.O.O.O.O.O
HOMO-LUMO gap = 9.8067 eV
LUMO energy = 0.01 eV

Geometry (Å):
C -0.5578 1.9753 -0.3875
C 0.9051 2.3186 -0.2072
C 1.4092 3.3360 0.7593
O 0.6683 3.9152 1.5174
N 1.6518 1.0283 -0.1183
C 1.4785 0.0962 -1.0560
O 2.1645 -0.9374 -0.9901
H -0.8975 1.2534 0.3830
H -0.5756 1.5614 -1.3839
H -1.2773 2.7981 -0.3657
H 1.2687 2.8904 -1.1323
H 2.3759 3.7489 0.4080
H 2.2311 0.9455 0.7076
H 0.9144 0.2106 -1.9836
O 4.1645 1.7636 -1.9131
H 4.3647 0.8336 -2.0367
H 3.9211 1.9732 -1.0101
O -3.6851 0.8240 -3.7956
H -3.4077 1.7400 -3.7353
H -3.7695 0.4779 -2.8984
O -1.4979 -0.3759 -2.1895
H -2.4137 -0.7040 -2.2023
H -1.6063 -0.2030 -3.1478
O 0.4923 1.2820 3.3124
H 0.7711 2.1989 3.1763
H 1.3603 0.8945 3.4682
O -3.8480 -0.9727 -1.3504
H -3.9868 -1.1744 -0.4035
H -4.4618 -1.4366 -1.9253
O 3.1761 1.3747 2.2980
H 3.0321 0.4056 2.4588
H 4.1370 1.3238 2.2021
O -1.7064 -4.2834 -0.0444
H -1.1906 -4.7593 -0.7102
H -2.1769 -3.6666 -0.6252
O -3.6854 -2.3249 0.9860
H -3.5959 -3.1566 0.5112
H -2.7476 -2.2310 1.3334
O 0.8327 -3.1602 0.8131
H 0.7097 -2.7680 -0.0626
H -0.0261 -3.6312 0.8875
O -1.3930 -0.5290 1.7901
H -0.5669 -0.6910 2.2931
H -1.5541 0.2188 2.3999
O 3.0198 -1.2361 1.6388
H 3.1161 -1.1154 0.6693
H 2.4630 -2.0319 1.6614

Atom charges from the natural (NBO) analysis, given in e for atoms 1 to 2: atom 1 (C): -0.642, atom 2 (C): -0.139


Most stable structure - *2*; separation to the second - 0.1289 hartree.


*1*
The following is a quantum chemistry calculation of the molecule C8H10O, from OMol25.

Computed properties:
M = 122.17 g mol⁻¹
HOMO-LUMO gap (alpha / beta) = 6.6306 / 8.1419 eV
LUMO energy (alpha / beta) = 0.18 / 0.30 eV

Geometry (Å):
C -0.2239 -0.6104 -0.7840
C 0.1423 0.0402 0.4327
C -1.5120 -0.0284 -1.2713
C 0.4191 1.5354 0.5865
C -1.5146 -0.5985 0.0932
C 1.8445 1.6076 0.3295
C -2.2966 -1.2734 0.9557
C 2.9313 0.9073 0.1136
O 0.3785 -1.6600 -1.4272
H 1.1467 -1.9441 -0.9166
H 0.6479 -0.5725 1.1746
H -2.0302 -0.6210 -2.0179
H -1.5729 1.0461 -1.4380
H -0.1658 2.1254 -0.1210
H 0.1717 1.8740 1.5938
H -3.3748 -1.1984 0.8990
H -1.8728 -1.8545 1.7646
H 3.8898 1.4087 -0.0163
H 2.9918 -0.1837 0.0492

Atom charges from the natural (NBO) analysis, given in e for atoms 1 to 2: atom 1 (C): 0.251, atom 2 (C): -0.194


*2*
The following is a quantum chemistry calculation of the molecule C8H10O, from OMol25.

Computed properties:
M = 122.17 g mol⁻¹
SMILES = C=C=C(C)/C=C/C(C)=O
HOMO-LUMO gap (alpha / beta) = 7.9278 / 6.9378 eV
LUMO energy (alpha / beta) = -0.17 / -0.98 eV

Geometry (Å):
C 3.7006 -1.8631 0.2163
C 2.6563 -1.1112 0.2146
C 1.2259 -0.1628 0.0433
C 1.6135 1.2839 0.2298
C 0.0048 -0.8139 -0.0237
C -1.1459 -0.0641 0.1325
C -2.3635 -0.8169 0.1396
C -3.6102 0.0857 0.5821
O -2.4603 -1.9632 -0.1861
H 4.4238 -2.1821 0.9509
H 4.1228 -2.3852 -0.7258
H 2.5452 1.3679 0.7383
H 1.6494 1.7803 -0.7759
H 0.8513 1.7529 0.7571
H -0.0927 -1.8337 -0.1252
H -1.1726 1.0150 0.2629
H -3.5516 0.8689 -0.2304
H -3.3184 0.4512 1.6139
H -4.4518 -0.4642 0.6206

Atom charges from the natural (NBO) analysis, given in e for atoms 1 to 2: atom 1 (C): -0.561, atom 2 (C): 0.148


Most stable structure - *2*; separation to the second - 0.0547 hartree.


*1*
The following is a quantum chemistry calculation of a cluster of 7 separate species, BrH12O6 in total, from OMol25.

Computed properties:
M = 187.99 g mol⁻¹
Charge = -1
HOMO-LUMO gap = 5.9209 eV
LUMO energy = 2.94 eV

Geometry (Å):
Br -2.0295 1.7378 2.0343
O 1.8328 0.4638 -0.9404
H 1.9196 0.4727 0.0351
H 1.0286 0.9168 -1.0592
O 0.1372 -2.0387 -2.1634
H 0.3692 -2.2712 -1.2221
H 0.9230 -1.5430 -2.3683
O -1.7523 -0.1311 -1.9932
H -2.5878 0.3291 -1.9771
H -1.8099 -1.0874 -1.9920
O -0.6532 2.2080 -0.3882
H 0.1593 2.0381 0.1370
H -0.8427 1.2729 -0.7478
O 1.5723 1.0283 1.8303
H 1.1597 0.2394 2.1756
H 2.2631 1.3997 2.3559
O -0.3298 -1.5223 1.8344
H -1.2721 -1.5084 1.8180
H -0.0877 -2.0045 2.6312

Atom charges from the natural (NBO) analysis, given in e for atoms 1 to 2: atom 1 (Br): -0.994, atom 2 (O): -0.991


*2*
The following is a quantum chemistry calculation of a cluster of 7 separate species, BrH12O6 in total, from OMol25.

Computed properties:
M = 187.99 g mol⁻¹
Charge = -1
HOMO-LUMO gap = 7.7409 eV
LUMO energy = 2.93 eV

Geometry (Å):
Br -1.0039 -0.1023 -0.0961
O -1.9024 3.7244 2.5614
H -1.6453 2.8731 2.2073
H -1.3642 3.8305 3.3458
O -2.9490 -3.8826 -0.9016
H -2.7798 -2.9962 -0.5825
H -2.0848 -4.2238 -1.1319
O 0.3638 2.5831 -4.0207
H -0.0003 2.0938 -3.2830
H 1.1807 2.9515 -3.6845
O 3.3433 0.4280 0.0515
H 3.7956 1.1134 0.5434
H 2.4578 0.4166 0.4148
O 2.0279 -1.8775 -2.5684
H 1.2925 -1.4974 -2.0878
H 1.6191 -2.4242 -3.2395
O -0.7076 -1.3791 4.2325
H -0.6545 -0.9279 3.3900
H -0.9890 -0.7032 4.8493

Atom charges from the natural (NBO) analysis, given in e for atoms 1 to 2: atom 1 (Br): -0.995, atom 2 (O): -0.945


Most stable structure - *2*; separation to the second - 0.0393 hartree.


*1*
The following is a quantum chemistry calculation of the molecule C2H3BrN2S, from OMol25.

Computed properties:
M = 167.03 g mol⁻¹
HOMO-LUMO gap (alpha / beta) = 7.7468 / 7.4800 eV
LUMO energy (alpha / beta) = -0.71 / -0.94 eV

Geometry (Å):
C 0.3314 -1.4115 -0.0682
C 0.9631 1.2223 0.2037
N -0.8527 -1.0541 -0.3040
N -1.3136 0.1069 -0.4566
S 1.5513 -0.2861 0.6048
Br -3.0695 0.3834 0.0906
H 0.6533 -2.4244 -0.2012
H 0.7498 1.4701 -0.8176
H 0.9870 1.9934 0.9484

Atom charges from the natural (NBO) analysis, given in e for atoms 1 to 2: atom 1 (C): -0.166, atom 2 (C): -0.585


*2*
The following is a quantum chemistry calculation of a structure of composition C2H3BrN2S, from OMol25.

Computed properties:
M = 167.03 g mol⁻¹
HOMO-LUMO gap = 10.3560 eV
LUMO energy = 0.16 eV

Geometry (Å):
C 1.2744 -1.2874 -0.6410
C -0.6571 -0.5788 0.0833
N 0.1118 -1.7006 -0.2218
N -0.0432 0.5607 0.1159
S 1.4908 0.3960 -0.4952
Br -1.5766 3.0892 1.3741
H 1.9437 -2.0956 -0.9105
H -1.7553 -0.6806 0.3658
H -0.7884 2.2971 0.3294

Atom charges from the natural (NBO) analysis, given in e for atoms 1 to 2: atom 1 (C): -0.174, atom 2 (C): 0.208


Most stable structure - *2*; separation to the second - 0.1409 hartree.


*1*
The following is a quantum chemistry calculation of a cluster of 2 separate species, C3H10NO2 in total, from OMol25.

Computed properties:
M = 92.12 g mol⁻¹
Charge = -1
HOMO-LUMO gap = 7.1023 eV
LUMO energy = 4.17 eV

Geometry (Å):
C 0.9432 -0.5138 -0.4442
N 0.6509 0.9200 -0.1498
C -0.1487 1.5460 -1.1613
O -1.4220 1.2576 -0.8797
C 1.0233 -1.4214 0.8750
H 1.8763 -0.5274 -0.8126
H 0.2337 -1.1850 -1.0633
H 0.2058 1.0723 0.8544
H 0.0909 2.6433 -1.2866
H 0.0530 1.2373 -2.1606
H 0.2143 -1.1940 1.6338
H 1.0359 -2.4946 0.9060
H 1.8726 -1.0183 1.5456
H -2.5468 -0.7593 0.6156
H -1.8720 0.5027 0.3685
O -2.2102 -0.0654 1.1593

Atom charges from the natural (NBO) analysis, given in e for atoms 1 to 2: atom 1 (C): -0.197, atom 2 (N): -0.688


*2*
The following is a quantum chemistry calculation of a cluster of 2 separate species, C3H10NO2 in total, from OMol25.

Computed properties:
M = 92.12 g mol⁻¹
Charge = -1
HOMO-LUMO gap = 7.6287 eV
LUMO energy = 4.35 eV

Geometry (Å):
C -1.1663 -1.0852 -0.9885
C -1.4823 0.2346 -0.3531
C -0.3221 0.7770 0.5236
O 0.4897 -0.2052 1.0039
N -0.2947 -0.9940 -2.1708
H -2.0921 -1.6495 -1.1744
H -0.7423 -1.7457 -0.2266
H -2.0204 0.8074 -1.1028
H -2.2849 0.0341 0.3642
H -0.7425 1.5074 1.2238
H 0.3148 1.3713 -0.1951
H 0.1787 -1.8827 -2.1290
H 0.4253 -0.2977 -2.0603
H 2.3464 2.0047 1.6827
H 1.7363 0.4936 1.3662
O 2.3816 1.0830 1.9569

Atom charges from the natural (NBO) analysis, given in e for atoms 1 to 2: atom 1 (C): -0.215, atom 2 (C): -0.446


Most stable structure - *2*; separation to the second - 0.0325 hartree.


*1*
The following is a quantum chemistry calculation of a cluster of 2 separate species, C3H10NO2 in total, from OMol25.

Computed properties:
M = 92.12 g mol⁻¹
Charge = -1
HOMO-LUMO gap = 6.7596 eV
LUMO energy = 4.11 eV

Geometry (Å):
C 1.3573 -0.4024 0.9909
N 0.6001 -0.3898 -0.2610
C -0.6268 0.4250 -0.0845
C -0.4378 1.8531 -0.6992
O 0.1266 1.8348 -1.9038
H 1.5112 0.5749 1.4421
H 0.8947 -1.0907 1.7092
H 2.3178 -0.8943 0.7797
H 1.1301 0.2765 -0.8297
H -1.4979 0.0012 -0.6040
H -0.8328 0.5900 0.9814
H -1.4598 2.3045 -0.5947
H 0.1762 2.4396 0.0442
H -0.3434 -2.2685 -0.3482
H -1.8331 -2.3686 -0.4765
O -1.0823 -2.8852 -0.1461

Atom charges from the natural (NBO) analysis, given in e for atoms 1 to 2: atom 1 (C): -0.419, atom 2 (N): -0.681


*2*
The following is a quantum chemistry calculation of a cluster of 2 separate species, C3H10NO2 in total, from OMol25.

Computed properties:
M = 92.12 g mol⁻¹
Charge = -1
HOMO-LUMO gap = 7.6804 eV
LUMO energy = 4.38 eV

Geometry (Å):
C -0.0183 0.1426 1.0454
O -1.2018 0.1691 0.2629
C 1.2454 0.5996 0.1634
C 1.0534 -0.2802 -1.1075
N 1.3097 2.0271 -0.1258
H 0.3517 -0.8829 1.4849
H -0.0765 0.7467 1.9685
H 2.1488 0.2827 0.7106
H 0.2857 -0.0581 -1.8138
H 2.0586 -0.4556 -1.5739
H 0.7305 -1.3599 -0.6235
H 1.5382 2.1790 -1.1421
H 0.5088 2.6477 0.0495
H -2.5943 -2.6564 0.4361
H -1.6893 -1.3013 0.2758
O -2.0623 -2.1821 -0.2003

Atom charges from the natural (NBO) analysis, given in e for atoms 1 to 2: atom 1 (C): -0.042, atom 2 (O): -0.940


*3*
The following is a quantum chemistry calculation of a cluster of 2 separate species, C3H10NO2 in total, from OMol25.

Computed properties:
M = 92.12 g mol⁻¹
Charge = -1
HOMO-LUMO gap = 7.5104 eV
LUMO energy = 4.36 eV

Geometry (Å):
C 0.4873 -0.9573 0.1599
O -0.0008 -0.1387 1.1365
C 0.1228 -0.4213 -1.2287
C 0.6842 0.9959 -1.3963
N -1.3460 -0.3176 -1.3088
H 1.5787 -1.1592 0.2959
H 0.0581 -1.9915 0.2548
H 0.5117 -1.0805 -2.0070
H 0.0394 1.6800 -0.8459
H 0.6686 1.2809 -2.4588
H 1.6539 1.0657 -0.9147
H -1.5490 0.0491 -0.3733
H -1.7174 -1.2630 -1.2440
H -0.5135 0.4268 2.5862
H 0.0731 1.1064 3.8352
O -0.7510 0.7243 3.5091

Atom charges from the natural (NBO) analysis, given in e for atoms 1 to 2: atom 1 (C): -0.030, atom 2 (O): -1.006


Most stable structure - *3*; separation to the second - 0.0317 hartree.